# 1
Molecular formula: C21H19F3N4O2S
Method: DFT, the ωB97M-V functional and the def2-TZVPD basis

Last columns: bonded neighbours and bond lengths (Å).
Geometry (Å):
1 O -1.935 2.257 0.343  C2 1.212
2 C -1.583 1.195 -0.124  O1 1.212, N3 1.375, C27 1.505
3 N -1.214 0.186 0.734  C2 1.375, C4 1.366, H26 1.015
4 C -0.649 -1.031 0.471  N3 1.366, N5 1.289, S25 1.760
5 N -0.690 -1.678 -0.643  C4 1.289, N6 1.324
6 N -0.029 -2.824 -0.616  N5 1.324, C7 1.280
7 C 0.532 -3.100 0.500  N6 1.280, C8 1.480, S25 1.762
8 C 1.256 -4.356 0.799  C7 1.480, H9 1.091, H10 1.091, C11 1.544
9 H 1.848 -4.639 -0.072  C8 1.091
10 H 1.916 -4.201 1.653  C8 1.091
11 C 0.247 -5.481 1.117  C8 1.544, C12 1.503, H23 1.091, H24 1.090
12 C -0.660 -5.065 2.241  C11 1.503, C13 1.389, C17 1.389
13 C -1.909 -4.518 1.972  C12 1.389, C14 1.384, H22 1.081
14 C -2.717 -4.068 3.001  C13 1.384, C15 1.384, H21 1.080
15 C -2.285 -4.159 4.313  C14 1.384, C16 1.384, H20 1.080
16 C -1.044 -4.706 4.591  C15 1.384, C17 1.383, H19 1.080
17 C -0.236 -5.153 3.561  C12 1.389, C16 1.383, H18 1.081
18 H 0.733 -5.578 3.782  C17 1.081
19 H -0.703 -4.783 5.613  C16 1.080
20 H -2.914 -3.807 5.117  C15 1.080
21 H -3.685 -3.644 2.777  C14 1.080
22 H -2.247 -4.442 0.948  C13 1.081
23 H 0.804 -6.379 1.389  C11 1.091
24 H -0.339 -5.687 0.221  C11 1.090
25 S 0.270 -1.859 1.723  C4 1.760, C7 1.762
26 H -1.242 0.454 1.712  N3 1.015
27 C -1.447 0.962 -1.604  C2 1.505, H28 1.091, H29 1.088, C30 1.544
28 H -2.291 1.436 -2.108  C27 1.091
29 H -1.412 -0.100 -1.835  C27 1.088
30 C -0.139 1.641 -2.062  C27 1.544, N31 1.451, C39 1.514, H50 1.096
31 N -0.239 3.067 -1.810  C30 1.451, C32 1.336, H38 1.016
32 C 0.426 3.958 -2.550  N31 1.336, O33 1.204, C34 1.557
33 O 1.137 3.730 -3.495  C32 1.204
34 C 0.168 5.408 -2.045  C32 1.557, F35 1.345, F36 1.327, F37 1.347
35 F -1.137 5.725 -2.117  C34 1.345
36 F 0.842 6.322 -2.733  C34 1.327
37 F 0.517 5.535 -0.751  C34 1.347
38 H -0.825 3.351 -1.030  N31 1.016
39 C 1.039 1.006 -1.352  C30 1.514, C40 1.389, C44 1.389
40 C 1.610 -0.142 -1.886  C39 1.389, C41 1.383, H49 1.079
41 C 2.629 -0.794 -1.215  C40 1.383, C42 1.385, H48 1.080
42 C 3.089 -0.303 -0.005  C41 1.385, C43 1.384, H47 1.080
43 C 2.535 0.850 0.524  C42 1.384, C44 1.385, H46 1.080
44 C 1.513 1.502 -0.145  C39 1.389, C43 1.385, H45 1.080
45 H 1.088 2.401 0.278  C44 1.080
46 H 2.894 1.243 1.463  C43 1.080
47 H 3.880 -0.814 0.524  C42 1.080
48 H 3.059 -1.690 -1.636  C41 1.080
49 H 1.247 -0.533 -2.824  C40 1.079
50 H -0.015 1.510 -3.143  C30 1.096

Results
SMILES string: O=C(C[C@@H](NC(=O)C(F)(F)F)c1ccccc1)Nc1nnc(CCc2ccccc2)s1
LUMO: 0.3 eV
gap between HOMO and LUMO: 0.353 Ha
multiplicity: 1
relative energy (zero: lowest compared OMol25 entry of this formula, charge and spin): 0.0 kJ/mol
electronic energy: -1878.98720 a.u.

***

# 2
Molecular formula: C10H12O2
Method: DFT, the ωB97M-V functional and the def2-TZVPD basis

Last columns: bonded neighbours and bond lengths (Å).
Geometry (Å):
1 C 0.339 -0.059 3.705  H11 1.118, H12 1.160, H13 1.116, O23 1.435
2 C 0.727 0.544 1.485  C3 1.415, C10 1.394, O23 1.347
3 C 1.463 1.272 0.519  C2 1.415, C4 1.359, H14 1.089
4 C 1.251 1.208 -0.821  C3 1.359, C5 1.423, H15 1.112
5 C 0.281 0.256 -1.244  C4 1.423, C7 1.374, O24 1.373
6 C 0.534 1.015 -3.580  H16 1.087, H17 1.071, H18 1.097, O24 1.448
7 C -0.405 -0.547 -0.364  C5 1.374, C8 1.490, C10 1.389
8 C -1.412 -1.521 -0.870  C7 1.490, C9 1.318, H19 1.055
9 C -2.357 -2.079 -0.139  C8 1.318, H20 1.097, H21 1.128
10 C -0.202 -0.375 0.999  C2 1.394, C7 1.389, H22 1.095
11 H 0.320 -1.105 3.310  C1 1.118
12 H 0.965 -0.013 4.681  C1 1.160
13 H -0.726 0.237 3.853  C1 1.116
14 H 2.103 2.081 0.868  C3 1.089
15 H 1.822 1.810 -1.562  C4 1.112
16 H 0.150 0.726 -4.556  C6 1.087
17 H 0.194 1.986 -3.281  C6 1.071
18 H 1.628 0.930 -3.559  C6 1.097
19 H -1.295 -1.777 -1.887  C8 1.055
20 H -3.033 -2.906 -0.394  C9 1.097
21 H -2.464 -1.734 0.929  C9 1.128
22 H -0.858 -0.894 1.704  C10 1.095
23 O 1.040 0.778 2.774  C1 1.435, C2 1.347
24 O -0.068 0.171 -2.569  C5 1.373, C6 1.448

Results
SMILES string: C=Cc1cc(OC)ccc1OC
LUMO: 0.9 eV
gap between HOMO and LUMO: 0.315 Ha
multiplicity: 1
relative energy (zero: lowest compared OMol25 entry of this formula, charge and spin): 170.7 kJ/mol
electronic energy: -538.65477 a.u.

***

# 3
Molecular formula: C4H12N2O
Method: DFT, the ωB97M-V functional and the def2-TZVPD basis

Last columns: bonded neighbours and bond lengths (Å).
Geometry (Å):
1 C 0.619 -1.728 -0.878  N3 1.602, H8 1.093, H9 1.087, H10 1.084
2 C -1.297 -0.951 0.783  N3 1.437, H7 1.089, H11 1.097, H12 1.093
3 N -0.686 -0.873 -0.515  C1 1.602, C2 1.437, N4 1.410
4 N -1.368 -0.425 -1.666  N3 1.410, H5 1.017, H6 1.024
5 H -2.335 -0.182 -1.464  N4 1.017
6 H -0.915 0.454 -1.930  N4 1.024
7 H -1.314 -1.989 1.115  C2 1.089
8 H 1.460 -1.360 -0.286  C1 1.093
9 H 0.372 -2.720 -0.507  C1 1.087
10 H 0.877 -1.729 -1.931  C1 1.084
11 H -0.665 -0.417 1.503  C2 1.097
12 H -2.310 -0.542 0.788  C2 1.093
13 C 1.391 1.804 1.273  C14 1.505, H17 1.089, H18 1.090, H19 1.088
14 C 0.577 1.567 0.029  C13 1.505, O15 1.244, H16 1.109
15 O 1.092 1.139 -1.019  C14 1.244
16 H -0.263 2.285 -0.049  C14 1.109
17 H 1.864 2.782 1.202  C13 1.089
18 H 0.752 1.851 2.156  C13 1.090
19 H 2.150 1.033 1.394  C13 1.088

Results
SMILES string: CN(C)N.CC=O
LUMO: 0.8 eV
gap between HOMO and LUMO: 0.286 Ha
multiplicity: 1
relative energy (zero: lowest compared OMol25 entry of this formula, charge and spin): 392.4 kJ/mol
electronic energy: -344.23557 a.u.